No. 1
Here is a cluster of 11 separate species, C12H46N2O11 in total in a non-equilibrium geometry from the Open Molecules 2025 dataset. Energies are from the ωB97M-V functional and the def2-TZVPD basis.

Each line ends with the Mulliken charge.
Geometry (Å):
N  15.52845  24.23864  -1.42523  -0.015
C  16.22012  24.59803  -0.36886  0.389
N  16.68137  23.60687  0.32946  -0.392
O  16.46741  25.86657  0.02910  -0.657
H  15.27504  25.06731  -2.07242  -0.329
H  15.35797  23.27421  -1.75432  0.248
H  17.41553  23.87552  1.07815  0.319
H  16.52128  22.60189  0.04184  0.211
C  13.32912  29.53021  -3.60753  -0.696
C  13.43073  28.76723  -4.93460  -0.246
O  13.17155  27.38729  -4.66466  -0.511
H  13.88339  28.96694  -2.86707  -0.013
H  12.27201  29.61352  -3.34054  0.314
H  13.72730  30.50521  -3.85391  0.435
H  14.36983  28.84553  -5.46616  0.021
H  12.69039  29.16777  -5.53834  0.592
H  12.91068  26.96897  -5.48681  0.260
C  19.36242  26.54777  -0.39563  0.336
O  20.66370  26.67346  0.26699  -0.577
H  19.01228  25.51963  -0.29098  0.089
H  19.43250  26.64283  -1.46176  -0.175
H  18.69289  27.28758  -0.06195  -0.006
H  20.48701  26.83893  1.13540  0.310
C  19.87280  26.38361  -3.99696  -0.281
O  19.58622  26.30397  -5.38391  -0.619
H  20.82464  26.83181  -3.84543  0.413
H  19.85524  25.34090  -3.58014  0.135
H  19.13767  27.02749  -3.48229  -0.038
H  18.76039  25.86423  -5.50070  0.345
C  16.33104  27.22905  -2.82310  0.539
O  15.07951  26.59171  -3.03373  0.880
H  17.11185  26.57710  -2.28255  -0.613
H  16.19406  28.24427  -2.41963  0.472
H  16.80456  27.45390  -3.79160  -0.500
H  14.56056  27.14613  -3.59989  -0.550
C  12.64453  24.27807  -3.71944  -0.302
O  12.45847  22.90247  -3.82080  -0.561
H  13.12583  24.56360  -2.76514  0.118
H  11.73670  24.88729  -3.80748  0.305
H  13.31476  24.65232  -4.50057  0.061
H  13.29303  22.55786  -4.22613  0.317
C  17.56710  24.22262  -6.29861  -1.049
O  16.96734  24.97683  -5.24885  -0.228
H  17.41002  23.18128  -6.09688  0.358
H  18.65637  24.29533  -6.32145  0.431
H  17.13268  24.44620  -7.25497  0.361
H  16.98363  24.45179  -4.47357  0.005
C  16.77928  28.00188  -6.83775  -0.567
O  15.87370  26.90435  -6.82810  -0.572
H  16.78640  28.39575  -5.77432  0.140
H  16.41549  28.69131  -7.69902  0.223
H  17.73948  27.63752  -7.03312  0.351
H  16.29844  26.26259  -6.28464  0.520
C  13.08884  26.60319  -0.48082  -0.133
O  12.44820  27.14617  -1.60120  -0.607
H  14.21630  26.63659  -0.72187  -0.266
H  12.84866  25.58906  -0.36948  0.295
H  12.91005  27.08672  0.49600  0.396
H  13.07141  27.22126  -2.32307  0.260
C  15.97552  28.63262  1.19321  -0.164
O  15.21686  27.56350  1.63263  -0.625
H  15.99740  29.45169  1.93000  0.308
H  15.55921  28.87721  0.22173  0.059
H  17.04139  28.27965  1.09222  -0.063
H  15.42165  26.75235  1.14954  0.502
C  18.36746  22.92709  -2.78920  -0.318
O  19.05153  22.74508  -3.99846  -0.508
H  17.99895  23.86946  -2.67566  -0.280
H  19.09713  22.70328  -2.04445  0.362
H  17.52481  22.26309  -2.67397  0.467
H  18.74509  21.94554  -4.36301  0.313

Summary:
Kohn-Sham gap	8.694	eV
spin multiplicity	1
energy above the lowest of the compared OMol25 structures with the same formula, charge and spin	62.8	kcal per mole
SMILES	NC(N)=O.CCO.CO.CO.CO.CO.CO.CO.CO.CO.CO
total charge	0
electronic energy	-1421.72539	hartree


No. 2
Here is a cluster of 5 separate species, C29H28O10P in total from the Open Molecules 2025 dataset. Energies are from the ωB97M-V functional and the def2-TZVPD basis.

Each line ends with the Mulliken charge.
Geometry (Å):
O  -5.07238  -3.11324  0.59624  -0.516
C  -5.83982  -3.44976  1.46456  0.110
O  -5.62403  -3.29810  2.76117  -0.347
C  -4.25425  -3.08462  3.15921  -0.539
C  -3.97265  -1.59800  3.42688  -0.724
C  -2.70641  -1.07295  2.70679  -0.390
C  -2.94318  0.26879  1.98293  -0.858
P  -3.66325  -0.02613  0.34400  0.316
H  -6.81601  -3.89583  1.26018  0.405
H  -4.12861  -3.68333  4.05965  0.339
H  -3.57611  -3.48060  2.40573  0.402
H  -3.86901  -1.43101  4.49939  0.421
H  -4.86494  -1.03979  3.12801  0.392
H  -1.89623  -0.94173  3.42343  0.419
H  -2.37877  -1.81675  1.98042  0.181
H  -3.61398  0.92725  2.53352  0.585
H  -1.99058  0.76413  1.78559  0.390
H  -2.79421  0.35071  -0.67529  0.049
H  -4.86810  0.64549  0.15742  0.170
H  -3.93580  -1.38420  0.15999  0.167
C  2.46547  -2.43372  1.59881  -0.495
C  1.16338  -2.44064  1.32457  -0.588
C  0.54112  -1.30916  0.60394  0.382
O  -0.65765  -1.30779  0.34647  -0.508
C  1.39115  -0.18491  0.18023  -0.289
C  2.69346  -0.17449  0.44717  -0.275
C  3.33290  -1.29440  1.18191  0.138
O  4.51517  -1.28888  1.43833  -0.561
H  2.95571  -3.24033  2.12885  0.462
H  0.51100  -3.25580  1.61256  0.490
H  0.90587  0.61921  -0.35458  0.610
H  3.33135  0.64455  0.14177  0.682
C  -0.81039  3.59924  -3.68781  -0.405
C  -0.21422  3.00450  -2.66034  -0.236
C  1.17752  2.50525  -2.76112  0.430
O  1.71804  1.95456  -1.82194  -0.475
C  1.88618  2.69785  -4.04759  -0.437
C  1.29269  3.29116  -5.07943  -0.405
C  -0.10433  3.78845  -4.98309  0.272
O  -0.64981  4.32798  -5.91788  -0.544
H  -1.82537  3.97270  -3.64221  0.408
H  -0.70519  2.85664  -1.70669  0.480
H  2.90220  2.32707  -4.09306  0.447
H  1.78783  3.44154  -6.03016  0.440
C  -0.62658  -2.20469  -2.76630  0.119
C  -0.45440  -3.47475  -3.11913  -0.353
C  -0.41960  -3.87333  -4.55233  0.162
O  -0.26557  -5.02769  -4.87628  -0.521
C  -0.58250  -2.79746  -5.56739  -0.454
C  -0.75556  -1.52720  -5.21037  -0.438
C  -0.79078  -1.13644  -3.78212  0.186
O  -0.95256  0.02040  -3.43936  -0.449
H  -0.65463  -1.86075  -1.74043  0.412
H  -0.33119  -4.27329  -2.39806  0.484
H  -0.55279  -3.11287  -6.60243  0.422
H  -0.87836  -0.72914  -5.93160  0.461
C  3.69789  4.20487  3.67054  -0.419
C  4.66586  4.33820  4.57262  -0.392
C  5.75137  3.32962  4.69228  0.323
O  6.63041  3.44732  5.51456  -0.525
C  5.71335  2.17021  3.76248  -0.481
C  4.74460  2.03856  2.86066  -0.047
C  3.65986  3.04535  2.74494  0.463
O  2.76996  2.93279  1.92441  -0.496
H  2.89746  4.92602  3.56447  0.412
H  4.71498  5.17491  5.25766  0.408
H  6.51469  1.44955  3.86489  0.444
H  4.70830  1.19894  2.17780  0.282

Summary:
Kohn-Sham gap	7.776	eV
spin multiplicity	1
total charge	+1
electronic energy	-2215.21863	hartree


No. 3
Here is the molecule C8H19N2P in a non-equilibrium geometry from the Open Molecules 2025 dataset. Energies are from the ωB97M-V functional and the def2-TZVPD basis.

Each line ends with the Mulliken charge.
Geometry (Å):
C  1.73552  2.12244  1.04457  -1.216
C  -0.89900  -1.78116  -0.22369  -0.288
C  -2.17405  -0.99381  -0.29180  -0.773
C  0.21902  -1.21719  -1.01664  -1.285
C  2.22668  -1.49972  1.19869  -0.776
C  -3.05476  0.93291  0.91123  -0.907
C  0.08373  2.24821  -1.41797  -1.259
C  2.42366  -0.68632  -0.10464  -0.843
N  -2.01678  -0.00508  0.73674  -0.306
N  1.14435  -0.17534  -0.60599  0.258
P  0.51743  1.19848  0.10294  0.719
H  2.30724  1.46445  1.64813  0.315
H  1.23544  2.86372  1.48637  0.381
H  -0.56459  -1.86492  0.76267  0.289
H  -0.94834  -2.81405  -0.68817  0.309
H  -2.51176  -0.49328  -1.24323  0.414
H  -2.94639  -1.65279  -0.10717  0.530
H  0.82601  -2.14912  -1.41163  0.417
H  -0.13410  -0.86357  -1.99491  0.361
H  3.01089  -1.79019  1.70766  0.527
H  1.61579  -0.63204  1.77369  0.158
H  1.61806  -2.38359  0.91099  0.183
H  -3.18760  1.13027  1.96240  0.356
H  -2.79257  1.96946  0.56539  0.244
H  -4.05126  0.76680  0.31517  0.326
H  0.01365  3.24420  -1.14965  0.486
H  1.02578  2.31926  -1.99632  0.341
H  -0.81941  1.91676  -1.92533  0.321
H  3.19982  0.15162  0.00178  0.349
H  2.89751  -1.32644  -0.95129  0.371

Summary:
Kohn-Sham gap (spin up / spin down)	7.745 / 6.646	eV
spin multiplicity	1
energy above the lowest of the compared OMol25 structures with the same formula, charge and spin	96.0	kcal per mole
total charge	0
electronic energy	-766.84827	hartree


> Which of these has the highest electronic energy?

C8H19N2P


> Which of these has the lowest electronic energy?

C29H28O10P